54
Properties=species:S:1:pos:R:3:lowdin_charge:R:1 method="wB97M-V/def2-TZVPD" homo_lumo_gap_ev=8.835 homo_ev=-7.90 lumo_energy_ev=0.935 multiplicity=1 smiles=CCCCCCOc1ccc(CN2CCN(CC)CC2)cc1
C 6.08043 -4.03872 -4.60765 -0.119
C 6.10309 -3.99646 -3.08465 -0.278
C 4.69699 -3.88432 -2.49892 -0.236
C 4.71950 -3.83697 -0.97221 -0.218
C 3.32798 -3.85950 -0.34265 -0.176
C 2.52392 -2.59314 -0.62162 -0.218
O 1.32329 -2.68480 0.11779 -0.046
C 0.41262 -1.67736 0.02100 -0.269
C 0.57338 -0.52027 -0.73475 -0.012
C -0.42801 0.43401 -0.75750 -0.030
C -1.60040 0.26681 -0.03566 -0.237
C -2.67079 1.32406 -0.08600 -0.163
N -2.10040 2.63574 0.18098 -0.168
C -2.97246 3.74839 -0.13673 -0.173
C -4.08894 3.96014 0.89421 -0.183
N -3.48270 4.16479 2.19487 -0.190
C -4.38515 4.64982 3.21746 -0.255
C -5.52821 3.71365 3.63023 -0.086
C -2.69696 3.00672 2.57452 -0.177
C -1.59238 2.79126 1.53140 -0.160
C -1.75099 -0.88677 0.72354 -0.038
C -0.76288 -1.84850 0.75213 -0.003
H 5.62480 -3.13555 -5.00798 0.070
H 5.50623 -4.89428 -4.95661 0.070
H 7.08989 -4.11827 -5.00413 0.066
H 6.70014 -3.14354 -2.75381 0.109
H 6.58139 -4.90176 -2.70394 0.107
H 4.22234 -2.98312 -2.89112 0.109
H 4.10345 -4.74199 -2.82365 0.119
H 5.25118 -2.94032 -0.64486 0.115
H 5.27636 -4.70183 -0.60445 0.113
H 2.76566 -4.71945 -0.71024 0.119
H 3.41939 -3.96207 0.74032 0.117
H 2.29767 -2.50562 -1.69226 0.126
H 3.09732 -1.70887 -0.30806 0.135
H 1.47142 -0.35210 -1.30839 0.102
H -0.29871 1.33511 -1.33711 0.117
H -3.09097 1.35702 -1.09766 0.129
H -3.48551 1.04891 0.60314 0.111
H -2.34978 4.64793 -0.15842 0.121
H -3.40140 3.59547 -1.12971 0.117
H -4.77122 3.09124 0.87856 0.115
H -4.66454 4.85101 0.63190 0.123
H -3.77648 4.87886 4.09777 0.111
H -4.80936 5.58934 2.84943 0.111
H -6.17376 3.49355 2.78312 0.063
H -6.12687 4.19045 4.40198 0.068
H -5.13888 2.77915 4.02746 0.063
H -3.30983 2.09129 2.65355 0.114
H -2.24303 3.19598 3.54993 0.124
H -0.93967 3.66906 1.53133 0.124
H -0.99926 1.91108 1.78706 0.119
H -2.65365 -1.03811 1.29892 0.111
H -0.87525 -2.74714 1.33815 0.116